An isolated molecule of C3H2N2, computed with wB97M-V/def2-TZVPD.

relative energy (zero: lowest compared OMol25 entry of this formula, charge and spin): 17.6 kcal per mole
SMILES: N#CCC#N
gap between HOMO and LUMO: 12.66 eV
E_HOMO: -0.454 Ha

```
! RIJCOSX wB97M-V def2-TZVPD def2/J DEFGRID3
* xyz 0 1
N -1.16125 0.23626 2.14704
N -0.83196 0.64501 -2.07675
C -0.11542 0.43905 -1.20996
C 0.51551 -0.22190 -0.05382
C -0.49892 0.00651 1.17317
H 0.63712 -1.26064 -0.09143
H 1.45492 0.15571 0.11175
*
```



An isolated molecule of C2H7NO4, computed with wB97M-V/def2-TZVPD.

relative energy (zero: lowest compared OMol25 entry of this formula, charge and spin): 84.4 kcal per mole
SMILES: COC(O)(O)NO
gap between HOMO and LUMO: 9.88 eV
E_HOMO: -0.337 Ha

```
! RIJCOSX wB97M-V def2-TZVPD def2/J DEFGRID3
* xyz 0 1
O 0.68431 -1.08166 -1.21936
O -0.19980 -1.83916 0.70179
O 1.01560 0.10352 2.08097
O -0.85788 0.39609 -0.00251
N 1.28172 -0.00321 0.67702
C 0.28847 -0.77702 0.03484
C -1.09466 1.28391 -1.06297
H -0.52360 -1.51727 1.55841
H 0.13813 -1.81269 -1.53792
H -0.60751 0.96421 -1.99399
H -0.70117 2.27023 -0.78769
H -2.17560 1.35573 -1.20885
H 0.96014 0.94405 0.25630
H 1.79185 -0.28671 2.50397
*
```



A cluster of 3 separate species, C19H35B3F2N2O10 in total, computed with wB97M-V/def2-TZVPD.

SMILES: CCCCCB1OB(CN)OB(CCCCN(C)C(C)=O)O1.O=C1OC[C@@H](F)O1.O=C1OC[C@@H](F)O1
gap between HOMO and LUMO: 9.79 eV
E_HOMO: -0.348 Ha

```
! RIJCOSX wB97M-V def2-TZVPD def2/J DEFGRID3
* xyz 0 1
F -3.21032 2.11167 5.90696
F -6.04166 1.44098 1.36897
O 0.19671 1.05910 3.26165
O -1.57900 2.34557 -2.55154
O 6.85378 -0.25723 -0.18313
O -6.70176 0.88110 3.43437
O -0.41234 0.03385 -2.80961
O -1.79000 1.37538 4.33990
O 0.14843 1.68457 5.46105
O -3.03372 0.24861 -2.58914
O -6.58311 -0.03837 5.52008
O -4.68361 0.36272 4.31098
N -1.65904 1.87886 0.65403
N 4.83695 -0.12406 -1.73262
C -1.99441 -1.93981 -3.71142
C -0.67819 -2.87530 -1.46192
C 2.00355 2.14847 -1.46509
C 4.83607 0.75566 -2.96423
C 2.44929 0.63883 -0.99122
C -0.04956 -4.32117 -0.90331
C -2.08320 1.38933 5.71857
C -4.47196 0.78065 2.97738
C -6.03758 0.36537 4.50655
C -2.89651 1.63367 -0.20017
C 4.07465 0.54251 -0.60903
C 6.22484 -0.56713 -1.32491
C -1.39954 -3.22541 -2.89032
C -0.90458 2.07679 6.31853
C 1.56654 -4.06939 -0.56704
C -0.42958 1.35047 4.26700
C -5.71576 1.54509 2.67687
C 1.16443 2.18662 -2.88970
C 7.02043 -1.57056 -2.39751
B -1.78443 -0.48058 -2.98423
B -2.50558 1.41694 -1.81326
B -0.36405 1.50765 -2.75585
H 1.78684 0.34862 -0.04267
H 6.21896 -1.97450 -3.17384
H -5.67575 2.60001 2.96850
H 5.66524 0.46090 -3.76542
H -0.99757 3.16790 6.30345
H -1.41565 2.89199 0.47248
H -3.68353 2.49836 -0.14819
H -0.66809 -3.83608 -3.56955
H 2.18946 -5.08605 -0.58954
H -4.35003 -0.09896 2.33644
H 7.52423 -2.48989 -1.86010
H -1.43526 -2.51373 -0.62732
H -0.71399 1.75514 7.34596
H 1.73256 1.52742 -3.70692
H -3.33772 0.58859 0.15173
H 1.05591 3.27371 -3.31080
H 1.38974 2.72246 -0.64086
H -3.12379 -2.13200 -4.04764
H 4.45904 1.65995 -0.44008
H -2.33384 -3.92101 -2.62869
H 4.20974 0.01623 0.44790
H -2.23349 0.36414 6.07342
H 3.78852 0.57334 -3.50076
H 4.97815 1.86760 -2.60400
H -0.64854 -4.73765 0.01546
H -3.57409 1.39949 2.89829
H 2.03462 -3.41302 -1.44672
H 2.23749 -0.18506 -1.81444
H -0.88096 1.24244 0.35421
H -1.38685 -1.88907 -4.73756
H 0.25641 -2.15599 -1.54424
H -0.04485 -5.06491 -1.83665
H 7.85536 -1.01923 -3.00807
H 3.01756 2.73924 -1.68168
H 1.73803 -3.47188 0.43025
*
```



A cluster of 6 separate species, CH11O7 in total, computed with wB97M-V/def2-TZVPD.

relative energy (zero: lowest compared OMol25 entry of this formula, charge and spin): 15.5 kcal per mole
gap between HOMO and LUMO: 9.52 eV
E_HOMO: -0.220 Ha

```
! RIJCOSX wB97M-V def2-TZVPD def2/J DEFGRID3
* xyz -1 1
O 0.37411 2.25104 -0.82959
O 1.34105 -1.89693 0.61011
O 1.95998 0.78138 0.61113
O -0.12786 0.00940 1.88633
O -1.34146 0.48524 -1.80774
O -0.60231 -2.08746 -1.95515
O -1.60753 1.21659 0.76058
C -1.25801 0.20921 1.40507
H -0.87921 -1.14368 -2.12121
H -0.38035 2.23341 -0.28007
H 0.04799 -1.96122 -1.33273
H 2.12858 -0.14012 0.53203
H -2.03655 -0.44094 1.86272
H 1.24439 -2.65652 1.26468
H 1.06797 1.77472 -0.35521
H 0.80934 -1.22096 1.00243
H -0.62789 1.24547 -1.72887
H -1.59971 0.29596 -0.88959
H 1.48748 1.04540 1.36507
*
```



A structure of composition C4H8OS, computed with wB97M-V/def2-TZVPD.

relative energy (zero: lowest compared OMol25 entry of this formula, charge and spin): 213.2 kcal per mole
gap between HOMO and LUMO: 8.13 eV
E_HOMO: -0.308 Ha

```
! RIJCOSX wB97M-V def2-TZVPD def2/J DEFGRID3
* xyz 0 1
S -3.25996 0.28937 -0.28341
O 0.49467 1.58073 -0.55937
C -1.72084 -0.22119 -0.43635
C 0.59171 0.47461 0.26896
C -0.85438 0.23223 0.72935
C 1.28670 -0.80009 -0.53053
H -1.27038 -1.14858 -1.09217
H 1.23730 0.49658 1.23577
H 0.51170 -1.96017 -0.01336
H 2.76073 -0.88430 0.56894
H -1.39222 0.96804 1.23058
H -1.34859 -0.61079 1.47765
H 1.38177 2.29111 -0.67279
H 1.58180 -0.70755 -1.92325
*
```



The ion C13H11Cl2FN2 with charge +2, computed with wB97M-V/def2-TZVPD.

relative energy (zero: lowest compared OMol25 entry of this formula, charge and spin): 193.7 kcal per mole
gap between HOMO and LUMO: 6.88 eV
E_HOMO: -0.558 Ha

```
! RIJCOSX wB97M-V def2-TZVPD def2/J DEFGRID3
* xyz 2 1
Cl 6.50865 0.14118 -0.82985
Cl 4.02873 -0.56469 -2.74644
F -6.83571 -0.39512 0.44379
N -5.49298 -0.27437 0.36277
N 2.27256 -0.15890 -0.58393
C 3.69401 -0.14663 -0.97944
C 4.80120 0.15570 -0.14420
C -0.18685 0.55190 -1.31399
C -2.40734 -0.10872 0.15813
C 1.71667 -0.77968 0.58771
C -4.80249 -1.36902 -0.30413
C -0.83444 -0.13047 -0.04689
C 0.18762 -0.79949 0.94218
C 1.34268 0.49183 -1.51466
C -3.22653 1.01785 0.84777
C 4.60330 0.52763 1.39789
C -4.79183 0.88124 0.91451
C -3.24575 -1.31846 -0.41964
H -2.70087 1.93398 1.29010
H -5.35938 -2.26990 -0.76350
H 5.60952 0.84221 1.87304
H 1.78010 0.98344 -2.46065
H 4.31450 -0.45396 1.94132
H 2.42357 -1.31395 1.32609
H -0.19843 -1.30577 1.88674
H 3.81150 1.34260 1.49771
H -2.69566 -2.16297 -0.94722
H -5.46100 1.66075 1.41884
H -0.84284 1.07400 -2.09851
*
```



A structure of composition C2HFN2OS, computed with wB97M-V/def2-TZVPD.

relative energy (zero: lowest compared OMol25 entry of this formula, charge and spin): 12.5 kcal per mole
gap between HOMO and LUMO: 10.49 eV
E_HOMO: -0.360 Ha

```
! RIJCOSX wB97M-V def2-TZVPD def2/J DEFGRID3
* xyz 0 1
S 2.36204 -0.03837 -0.06109
F -2.55994 -0.54550 -0.10085
O -1.23952 1.25593 -0.00269
N -0.31454 -0.79296 0.08614
N 0.17710 1.41708 -0.01052
C -1.36897 -0.07354 0.00952
C 0.64500 0.18362 0.01336
H 2.29884 -1.40625 0.06613
*
```



Question: The lowest gap between HOMO and LUMO belongs to which entry?
Answer: C13H11Cl2FN2